(1)
94
Properties=species:S:1:pos:R:3:forces:R:3:lowdin_charge:R:1 method="wB97M-V/def2-TZVPD" homo_ev=2.294 e_above_lowest_ev=7.7159 total_charge=-6 gap_ha=0.209 spin_multiplicity=1 lumo_energy_ev=7.98
Na -1.146631 2.165101 1.379179 0.62 0.84 0.05 0.31
K 0.646916 -4.638700 0.417728 -0.48 0.48 -0.34 0.84
K -1.532460 -0.580583 2.741406 0.61 -0.61 0.08 0.85
K -0.811044 -0.026958 -5.283222 0.33 0.42 1.04 0.87
N -0.846798 0.327198 0.089799 -6.94 1.08 -1.90 -0.29
S -2.037324 -0.348210 -1.067690 -4.52 1.13 -0.02 0.67
O -2.848188 -1.442145 -0.553891 2.43 0.86 -0.40 -0.27
O -1.719476 -0.297985 -2.489394 0.02 -0.14 2.36 -0.30
F -3.111140 0.817096 -0.841594 1.24 0.13 -0.31 -0.19
S 0.253363 -0.523128 -0.393873 11.77 -2.55 -0.17 0.39
O 0.963740 -0.211585 -1.615520 -2.35 -1.04 1.16 -0.24
O 0.167021 -1.897524 0.067678 -1.04 -0.43 -0.92 -0.35
F 1.331042 0.002437 0.671386 -0.88 0.23 0.07 -0.17
N 5.942537 2.106049 0.950178 -2.05 -4.66 2.26 -0.25
S 5.157683 0.674930 0.446891 -2.07 -3.53 2.41 0.58
O 6.013374 -0.341896 -0.178815 -1.29 1.98 1.47 -0.29
O 3.806650 0.834540 -0.015320 1.83 0.37 0.21 -0.26
F 4.919092 0.164539 1.962743 0.76 0.00 -0.69 -0.22
S 6.267150 2.463393 -0.443319 3.14 6.41 -6.73 0.35
O 5.205355 3.142226 -1.171015 0.99 -1.26 0.25 -0.29
O 7.306836 1.791989 -1.197346 -1.02 -0.96 -0.09 -0.33
F 7.210987 3.696089 -0.063191 0.60 1.92 0.94 -0.27
N 2.704452 2.807892 4.020605 -0.79 -5.69 -4.35 -0.21
S 2.139137 3.342920 5.248771 0.08 5.50 8.61 0.39
O 2.682832 2.777972 6.515329 -2.00 0.49 -1.74 -0.36
O 0.774552 3.845303 5.176200 1.24 -0.88 0.77 -0.30
F 3.065092 4.648852 5.237147 -0.18 1.11 -0.16 -0.23
S 1.709336 1.418602 4.020473 3.13 -4.10 -4.05 0.59
O 0.459378 1.554209 3.338599 -0.84 0.73 -0.26 -0.31
O 1.753635 0.433768 5.060887 -0.26 1.78 0.83 -0.25
F 2.620397 0.635398 2.940983 -0.80 1.27 0.64 -0.19
N -4.801299 -5.726607 0.306488 1.57 -3.64 -1.30 -0.27
S -3.955368 -4.522470 -0.085519 1.21 8.49 -1.39 0.43
O -4.440142 -3.850487 -1.306096 0.92 -1.32 2.52 -0.30
O -2.512273 -4.529952 0.114580 -0.94 -1.16 -0.40 -0.33
F -4.366085 -3.533195 1.122725 -0.42 -0.60 -0.37 -0.20
S -3.997304 -6.757691 -0.788605 -1.91 -3.56 0.88 0.57
O -2.855995 -7.514986 -0.273155 -1.68 1.51 -0.75 -0.31
O -4.103403 -6.407541 -2.170628 0.97 0.11 0.46 -0.28
F -5.217066 -7.839149 -0.724557 0.39 -0.27 0.37 -0.26
N -0.843948 4.516134 0.919740 -3.40 0.60 -2.16 -0.26
S -0.904045 5.979759 1.505633 4.04 3.99 4.32 0.49
O -2.097103 6.472760 2.182823 1.00 -0.91 -1.35 -0.30
O -0.057977 6.991683 0.852610 -1.97 -1.50 0.10 -0.32
F 0.085790 5.628787 2.730796 -0.64 -0.17 -0.13 -0.21
S -2.022202 4.811585 -0.265566 -1.82 -0.78 -3.64 0.61
O -1.462079 5.623257 -1.349455 -1.31 -0.66 2.12 -0.29
O -3.440514 4.997954 0.152510 3.85 -0.55 -0.72 -0.30
F -2.023030 3.362802 -0.997057 0.11 0.47 1.41 -0.19
N -4.756332 0.159988 -4.914942 2.33 -2.03 -5.86 -0.26
S -5.128171 1.400041 -4.193960 -3.00 5.61 7.15 0.40
O -6.537912 1.688886 -4.309223 0.28 0.79 -0.92 -0.32
O -4.180473 2.508706 -4.105333 -1.08 -1.79 -0.91 -0.28
F -5.186657 0.809501 -2.705842 0.98 -0.19 -0.60 -0.18
S -4.582014 0.758774 -6.478484 0.57 -2.66 -1.30 0.57
O -3.219552 0.724728 -6.970901 -0.36 0.03 0.93 -0.36
O -5.407010 1.805877 -6.999823 0.17 -0.10 0.86 -0.29
F -5.205379 -0.541600 -7.219437 0.15 0.24 0.37 -0.23
N -3.086182 1.660652 2.710206 -3.25 -2.02 -3.40 -0.35
S -4.706268 1.462057 2.300463 -3.46 -2.10 -5.31 0.63
O -5.261230 2.384490 1.275904 1.81 -1.90 3.23 -0.27
O -5.586896 0.935544 3.342463 1.55 1.31 -1.15 -0.29
F -4.473636 0.119161 1.398200 0.33 0.88 0.95 -0.22
S -3.377467 2.565946 3.875189 1.90 6.45 6.76 0.44
O -3.724834 1.870916 5.103900 0.41 0.70 -1.14 -0.30
O -4.013084 3.879369 3.637135 0.57 -3.14 0.08 -0.27
F -1.841596 2.977932 4.040418 -0.44 -0.11 0.34 -0.18
N 2.880437 2.473240 -4.080400 3.21 -5.25 -3.47 -0.22
S 3.128304 0.776294 -3.973830 5.96 -3.86 -1.54 0.65
O 2.124678 -0.152248 -4.524771 0.31 1.93 1.41 -0.36
O 4.117253 0.316763 -2.946384 -3.76 1.66 -2.68 -0.25
F 4.078709 0.754671 -5.304645 0.30 0.44 -0.08 -0.27
S 1.769519 2.375230 -3.117081 -7.66 6.90 5.95 0.34
O 2.149535 2.476109 -1.756996 0.22 -1.83 0.93 -0.23
O 0.422805 1.875345 -3.392393 1.43 -0.85 -1.00 -0.35
F 1.461101 3.951707 -3.320808 -0.69 1.13 -0.64 -0.24
N 1.929605 -3.839058 2.633161 -1.92 -7.24 2.36 -0.33
S 1.622399 -4.702398 4.038447 -0.47 -3.16 2.06 0.57
O 0.309012 -4.547153 4.681514 1.92 0.20 -1.64 -0.30
O 2.728596 -4.957727 4.943623 -0.97 0.79 -1.03 -0.30
F 1.557794 -6.140199 3.355712 -0.64 -0.20 -0.89 -0.22
S 2.133708 -2.536230 3.301162 4.64 10.39 0.09 0.43
O 3.200450 -2.368509 4.306427 -2.81 -0.94 -1.15 -0.26
O 0.940149 -1.717143 3.423803 0.62 -1.13 0.10 -0.34
F 2.917635 -2.034079 2.003943 -0.68 0.89 0.54 -0.18
N 2.909083 -4.024987 -0.905070 -0.25 -7.84 -0.82 -0.31
S 3.523537 -5.187654 -2.087186 -1.70 -1.51 -2.20 0.62
O 4.804745 -5.749283 -1.779188 -0.68 0.08 0.33 -0.29
O 3.191365 -4.991321 -3.525319 1.08 -0.08 3.25 -0.32
F 2.436744 -6.349918 -1.782400 0.21 -0.05 0.85 -0.25
S 3.411020 -2.901784 -1.725726 -0.93 12.15 -1.67 0.39
O 2.544650 -2.404798 -2.818729 2.01 -1.76 2.16 -0.29
O 4.826340 -2.775739 -1.810258 0.62 -1.07 -1.16 -0.25
F 3.122066 -1.834532 -0.521596 -0.08 -0.69 -1.15 -0.21

---

(2)
40
Properties=species:S:1:pos:R:3:forces:R:3:lowdin_charge:R:1 method="wB97M-V/def2-TZVPD" homo_ev=-0.537 total_charge=-4 gap_ha=0.312 spin_multiplicity=1 lumo_energy_ev=7.94
K 0.407407 0.812888 0.735996 -0.57 -0.26 0.06 0.84
N 2.363096 1.912796 -1.194007 2.97 -3.02 0.03 -0.28
S 2.667471 1.562025 -2.729062 -2.21 3.34 -3.52 0.45
O 2.332499 0.264122 -3.186859 0.65 -1.10 0.31 -0.26
O 3.782167 2.246178 -3.371267 -0.65 -0.62 1.00 -0.34
F 1.405321 2.406986 -3.278988 0.55 0.06 0.19 -0.21
S 3.436079 0.729985 -0.587334 0.17 0.82 2.65 0.50
O 4.760152 0.677667 -1.147391 -0.54 0.37 -0.14 -0.30
O 2.870390 -0.509766 -0.169641 -0.42 0.51 -0.49 -0.29
F 3.632486 1.512834 0.809916 0.05 -0.09 -0.29 -0.22
N -1.034284 -3.492546 -1.504229 2.04 1.34 1.05 -0.28
S 0.322549 -2.586941 -1.380275 1.86 1.03 2.97 0.52
O 0.143699 -1.223059 -0.952935 -0.60 -1.07 -0.74 -0.35
O 1.354960 -2.838754 -2.345572 -0.88 -0.26 0.28 -0.27
F 0.834705 -3.263230 -0.028609 -0.14 -0.23 -0.53 -0.19
S -1.405584 -3.210260 -2.956680 -3.10 -1.89 -5.25 0.45
O -0.745433 -4.064953 -3.945519 -0.23 1.04 0.95 -0.35
O -1.770401 -1.883338 -3.368423 0.77 -0.44 0.53 -0.27
F -2.867190 -3.950007 -2.950242 0.13 0.10 0.50 -0.26
P -3.101723 0.023074 2.694190 0.75 1.71 -0.99 0.17
F -2.700636 0.605683 4.169004 -0.20 -0.89 0.21 -0.20
F -4.629654 0.453340 2.941716 -0.53 0.51 0.20 -0.18
F -2.693098 1.559283 2.149348 -0.74 -0.82 -0.01 -0.22
F -3.492203 -0.414718 1.189561 0.02 -0.12 0.36 -0.16
F -1.568259 -0.380548 2.402056 0.00 -0.59 0.39 -0.20
F -3.476472 -1.447990 3.278277 0.57 0.21 0.05 -0.18
P 2.331589 -1.028729 3.888931 -1.10 -1.04 0.13 0.19
F 1.638686 -2.256517 3.089369 0.31 0.12 0.29 -0.16
F 3.435301 -2.042925 4.576264 0.14 0.31 -0.30 -0.22
F 3.319031 -0.801234 2.633578 -0.41 0.24 0.17 -0.16
F 2.999324 0.253852 4.601252 0.12 -0.04 0.61 -0.18
F 1.128539 -0.042545 3.355038 0.87 -0.13 -0.37 -0.21
F 1.386308 -1.375425 5.199850 0.37 0.55 -0.23 -0.21
P -2.410384 3.114847 -1.807676 -1.48 -1.03 0.84 0.17
F -2.886492 3.495813 -0.286930 0.61 0.10 -0.44 -0.19
F -1.428144 4.397243 -1.841344 -0.10 0.17 0.15 -0.18
F -1.217726 2.159103 -1.237905 0.00 0.58 -0.11 -0.20
F -2.015913 2.802370 -3.332989 0.14 -0.20 -0.10 -0.17
F -3.410171 1.825754 -1.754524 0.36 0.28 -0.29 -0.18
F -3.697995 3.997641 -2.355946 0.43 0.43 -0.11 -0.23

---

(3)
72
Properties=species:S:1:pos:R:3:forces:R:3:lowdin_spin:R:1 method="wB97M-V/def2-TZVPD" homo_ev="-9.729 / -8.260" gap_ha="0.317 / 0.263" spin_multiplicity=5 s2=6.005 lumo_energy_ev="-1.12 / -1.12"
Fe 1.489610 6.754500 -2.075730 0.05 -0.26 -0.94 3.78
F 1.823350 7.624730 -3.916680 -0.14 -0.03 0.54 0.06
F 1.613270 4.699720 -2.476930 -0.14 0.09 -0.10 0.04
O -0.625870 6.583980 -2.083150 0.20 -0.57 0.32 0.03
H -1.127220 7.068360 -1.427210 0.27 0.01 0.43 0.00
H -1.121170 6.695900 -2.894570 -0.17 0.10 -0.81 0.00
O 0.860120 5.277970 -5.413720 -0.84 0.35 -0.36 0.00
H 1.545430 5.857330 -5.080690 0.47 0.15 0.20 0.00
H 0.912710 4.500070 -4.858430 0.17 -0.27 0.07 0.00
O -2.050790 8.139610 -0.445140 0.04 0.48 0.22 0.00
H -2.356610 8.718810 0.252880 -0.12 0.02 0.41 0.00
H -2.609750 8.349510 -1.193300 -0.39 -0.04 -0.37 0.00
O -2.792580 5.686150 0.899190 -0.15 0.08 0.06 0.00
H -2.189750 6.399000 0.687830 0.11 0.26 -0.23 0.00
H -2.390250 5.245610 1.647720 0.01 -0.35 0.22 0.00
O 3.914230 6.366900 -5.406910 0.16 0.54 -0.83 0.00
H 4.247860 5.752260 -4.753350 0.02 -0.46 0.33 0.00
H 3.274330 6.897700 -4.932550 -0.24 0.33 0.37 0.00
O 0.833750 8.508750 -6.402340 -0.31 0.38 -0.37 0.00
H 0.729970 7.677790 -6.865990 0.06 -0.26 -0.26 0.00
H 1.090460 8.258000 -5.514950 0.50 -0.45 0.85 0.00
O 3.523680 6.958890 -1.545440 -0.46 0.01 -0.23 0.02
H 4.069750 6.244700 -1.216860 0.19 -0.57 -0.22 0.00
H 4.025850 7.751520 -1.356270 0.39 0.26 0.11 0.00
O 1.801300 2.491550 -4.103790 -0.02 -0.22 -0.49 0.00
H 1.646290 3.090740 -3.373600 -0.02 0.59 0.51 0.00
H 1.831220 1.624100 -3.700220 0.01 -0.30 0.04 0.00
O 5.377910 8.716800 -0.489460 0.13 -0.52 0.16 0.00
H 6.136900 8.878790 -1.049750 0.28 0.01 -0.14 0.00
H 4.730600 9.364080 -0.769200 -0.34 0.99 0.10 0.00
O -1.044450 3.340730 -3.184350 -0.22 0.15 -0.25 0.00
H -0.214470 3.686780 -2.856270 0.60 0.41 0.40 0.00
H -0.824760 2.953240 -4.031590 0.03 -0.40 -0.28 0.00
O 3.396700 10.233300 -3.906090 0.18 0.45 0.23 0.00
H 2.759660 9.535930 -4.061300 -0.57 -0.72 -0.06 0.00
H 4.149350 9.995700 -4.447670 0.24 -0.06 -0.16 0.00
O 1.506690 8.088710 2.297500 0.01 -0.24 -0.21 0.00
H 1.611900 8.965090 1.927200 0.15 0.30 -0.12 0.00
H 0.816050 8.186470 2.953000 -0.18 -0.05 0.27 0.00
O 1.025600 8.746610 -1.194360 0.10 -0.35 0.53 0.02
H 1.719830 9.324730 -0.878040 0.70 0.40 -0.17 0.00
H 0.262960 9.317170 -1.289600 -0.40 0.15 -0.55 0.00
O -1.032970 10.757640 -1.909740 0.07 -0.32 0.25 0.00
H -1.502710 11.455990 -2.365690 0.10 0.28 -0.37 0.00
H -1.601240 10.526090 -1.175110 -0.20 0.05 0.22 0.00
O -0.503280 10.585570 -5.101510 -0.37 0.72 0.42 0.00
H 0.041770 9.991200 -5.617130 0.21 -0.38 -0.53 0.00
H -1.176290 10.022780 -4.718680 0.03 -0.14 0.15 0.00
O 3.352370 10.618910 -1.254400 -0.19 -0.20 1.33 0.00
H 3.042650 11.511190 -1.099040 0.05 0.25 0.17 0.00
H 3.375750 10.535560 -2.207680 0.08 -0.21 -1.46 0.00
O 4.290160 4.415420 -3.596570 0.64 -0.08 0.10 0.00
H 4.960500 4.175370 -2.956840 0.14 -0.01 0.07 0.00
H 3.491970 3.994580 -3.277190 -0.54 -0.02 -0.08 0.00
O -1.989100 3.354100 -0.657210 0.01 -0.14 0.58 0.00
H -1.894370 3.336790 -1.609560 0.07 -0.26 -0.47 0.00
H -2.191110 4.267110 -0.452690 -0.25 0.25 0.20 0.00
O 2.870880 3.040220 -0.737070 0.16 -0.80 0.51 0.00
H 3.650170 3.570700 -0.571190 0.19 0.19 0.01 0.00
H 2.441890 3.468950 -1.477600 -0.53 0.66 -0.23 0.00
O 5.149730 4.819930 -0.542980 -0.08 0.08 -0.03 0.00
H 5.944260 4.286170 -0.536210 0.31 -0.17 -0.10 0.00
H 5.147710 5.258090 0.308050 0.01 0.16 0.43 0.00
O -2.632760 4.661200 -5.030290 -0.51 -0.14 -0.51 0.00
H -1.918180 4.642100 -4.393710 0.20 -0.16 0.40 0.00
H -2.962610 5.559040 -4.993940 0.02 0.11 -0.01 0.00
O -1.617220 7.265090 -4.447330 -0.50 0.37 0.12 0.00
H -0.916760 6.898130 -4.986710 0.68 -0.50 -0.38 0.00
H -2.026360 7.927890 -5.003690 -0.12 0.17 -0.13 0.00
O 1.258400 6.212320 0.050920 -0.11 -0.08 -0.03 0.03
H 1.256680 6.925880 0.688930 0.14 0.59 0.42 0.00
H 0.985060 5.442990 0.550560 -0.02 -0.62 -0.30 0.00

---

(4)
9
Properties=species:S:1:pos:R:3:forces:R:3:lowdin_charge:R:1 method="wB97M-V/def2-TZVPD" homo_ev=-11.373 e_above_lowest_ev=0.4069 smiles="NS(=O)(=O)N(F)F" gap_ha=0.428 spin_multiplicity=1 lumo_energy_ev=0.27
N 0.813787 -1.099088 0.293542 -0.24 -1.24 -0.51 -0.06
S -0.278980 0.080249 0.469485 -1.65 -1.57 -2.05 0.58
O -1.566486 -0.432749 0.152251 -0.30 0.27 -0.05 -0.27
O -0.069279 0.864738 1.628417 0.92 -0.06 -0.10 -0.23
N 0.278577 1.030504 -0.969514 -0.13 0.13 0.63 -0.12
F -0.406457 0.584610 -2.093208 0.19 -0.19 0.73 -0.03
F -0.434332 2.139823 -0.596822 -0.34 1.55 -0.70 -0.06
H 1.144412 -1.122661 1.222228 1.39 -0.99 1.15 0.05
H 0.518757 -2.045428 -0.106378 0.17 2.10 0.90 0.14